13
Properties=species:S:1:pos:R:3 method="wB97M-V/def2-TZVPD" gap_ev=8.0005 total_energy_ha=-663.59825 lumo_ev=-0.53
C -1.6274 0.5522 0.8881
C 1.8356 0.6075 0.5791
C 0.7036 1.3358 0.7113
C 0.1658 -1.5065 -1.8026
N -2.7757 0.3669 1.1797
N -0.4734 0.7680 0.8226
S -1.4292 -1.5644 -1.9338
H 2.7851 1.0215 0.7473
H 1.7917 -0.3782 0.2833
H 0.6135 2.3944 1.0118
H 0.7925 -1.1634 -2.6015
H 0.7684 -1.9201 -0.9812
H -3.1506 -0.5140 1.0961